The following is a quantum chemistry calculation of an isolated molecule of C15H10Cl2N4O at a distorted geometry, from the Open Molecules 2025 dataset.

Structure (XYZ):
```
32
Properties=species:S:1:pos:R:3
Cl -2.16 1.53 -7.62
Cl 4.18 -1.15 5.38
O -1.49 0.18 1.79
N 2.13 -0.93 3.82
N 1.40 -1.58 1.23
N 0.51 -0.98 2.19
N -0.24 0.10 -2.21
C 0.10 0.36 -4.51
C -0.48 -0.37 1.42
C -0.07 -0.47 0.04
C 2.53 -0.70 5.06
C -2.08 0.94 -3.65
C 0.83 -0.71 3.51
C -2.51 1.37 -4.93
C -1.66 1.20 -5.99
C -0.78 0.47 -3.44
C 1.10 -1.15 -0.06
C -0.81 0.15 -1.04
C -0.08 -0.23 4.46
C 1.69 -0.19 6.07
C 0.36 0.10 5.73
C -0.37 0.62 -5.78
H 1.14 0.03 -4.35
H 1.65 -1.32 -0.99
H 0.19 0.33 -6.63
H 2.37 -1.65 1.53
H -0.36 0.53 6.43
H -3.44 1.91 -5.04
H 2.17 0.05 7.04
H -1.82 0.60 -0.89
H -1.17 -0.10 4.22
H -2.80 1.07 -2.81
```

Summary:
**ΔE to the lowest compared entry with this formula, charge and spin**: 0.000 eV
**E_LUMO**: -0.01155 Ha
**Max |F|**: 0.0580 Eh/bohr
**2S+1**: 1
**SMILES string**: O=c1c(/C=N/c2ccc(Cl)cc2)c[nH]n1-c1cccc(Cl)n1


The following is a quantum chemistry calculation of C33H39FMoN4P2 as an isolated structure at a distorted geometry, from the Open Molecules 2025 dataset.

Structure (XYZ):
```
80
Properties=species:S:1:pos:R:3
Mo 0.01 0.52 2.24
P -1.07 -0.99 0.81
P 1.77 -0.32 0.97
F -3.77 -0.35 7.29
N 2.98 -1.51 1.57
N 2.92 0.87 0.41
N -1.90 0.34 -0.03
N -2.45 -1.96 1.13
C -4.56 -2.75 1.30
C 0.63 2.64 -5.33
C 1.20 1.86 -4.18
C -3.67 -2.11 0.45
C -1.67 -0.71 6.23
C -2.52 0.90 4.08
C -2.58 -2.53 2.39
C -1.28 0.28 4.04
C 0.50 -0.28 -5.23
C -2.76 1.69 -1.60
C -1.54 1.64 0.31
C 3.96 0.66 -0.51
C -0.84 -0.51 5.11
C 1.62 0.93 3.60
C -1.84 0.40 -4.40
C -2.92 -0.09 6.24
C 4.68 1.84 -0.63
C 3.07 -2.84 1.17
C 4.16 -3.43 1.81
C -1.00 -0.64 -5.06
C 1.28 -1.10 -0.61
C 2.98 2.19 0.85
C 3.97 -1.28 2.51
C 4.71 -2.44 2.68
C 1.13 0.53 -4.13
C 4.06 2.81 0.23
C -1.68 1.71 -4.61
C -3.86 -3.02 2.53
C -0.84 2.29 -5.70
C -3.36 0.73 5.20
C -2.08 2.49 -0.65
C -2.57 0.37 -1.24
C -0.13 -1.73 -0.55
H 2.02 -1.86 -0.89
H 0.15 -0.97 5.07
H -1.40 -0.86 -6.07
H -1.32 3.24 -6.00
H 1.22 2.48 -6.25
H -0.09 -2.81 -0.32
H -1.04 1.85 1.29
H -5.58 -3.00 1.08
H 1.04 -1.24 -5.28
H 1.59 -0.05 -3.33
H 2.43 1.61 3.30
H 1.01 1.41 4.39
H -4.34 1.19 5.24
H 4.50 -4.44 1.67
H 2.04 -0.02 3.97
H 0.62 0.22 -6.20
H 1.33 -0.30 -1.37
H 4.04 -0.32 3.02
H -4.26 -3.50 3.40
H -0.67 -1.59 -1.50
H 1.74 2.45 -3.42
H -0.85 1.63 -6.58
H -3.79 -1.78 -0.57
H 4.08 -0.29 -1.00
H -1.08 -1.57 -4.48
H -2.83 1.53 3.24
H 0.68 3.72 -5.10
H 2.35 -3.26 0.49
H 4.37 3.83 0.39
H -3.31 2.04 -2.46
H 2.26 2.56 1.55
H -2.17 2.46 -3.98
H 5.54 2.00 -1.26
H -1.95 3.57 -0.70
H -1.73 -2.54 3.06
H -2.65 0.02 -3.78
H 5.55 -2.56 3.36
H -1.35 -1.35 7.05
H -2.86 -0.55 -1.73
```

Summary:
**Expectation value of S²**: 2.120
**E_LUMO (alpha / beta)**: -0.34475 / -0.33553 Ha
**Max |F|**: 0.1251 Eh/bohr
**2S+1**: 3
**Charge**: +2


The following is a quantum chemistry calculation of an isolated molecule of C19H15F3N4OS2 at a distorted geometry, from the Open Molecules 2025 dataset.

Structure (XYZ):
```
44
Properties=species:S:1:pos:R:3
S 1.85 -3.49 1.74
S -0.68 1.64 -1.50
F -3.71 1.35 -4.73
F -2.22 2.37 -5.98
F -1.55 0.82 -4.59
O -3.39 3.84 -3.50
N 5.07 -2.02 0.13
N 4.25 -0.26 1.51
N 2.33 -0.30 2.63
N -3.22 1.95 -1.53
C -2.45 1.84 -4.74
C 0.35 0.26 1.26
C 3.06 -2.29 1.37
C -2.29 2.90 -3.59
C -2.90 1.35 -0.30
C 0.95 -0.32 2.39
C 5.15 -0.78 0.64
C 0.08 -0.92 3.35
C -1.56 0.99 -0.10
C -1.02 0.27 1.08
C -1.86 -0.33 2.01
C 2.59 -4.61 0.53
C -2.17 2.18 -2.26
C -1.31 -0.94 3.14
C 3.77 -4.09 0.04
C -2.16 -1.63 4.16
C 4.03 -2.75 0.50
C -1.06 3.77 -3.86
C 3.19 -0.98 1.79
H 0.99 0.76 0.53
H -2.86 -2.32 3.66
H 4.46 -4.64 -0.60
H 5.97 -0.13 0.34
H -2.75 -0.89 4.72
H -3.66 1.16 0.43
H -1.54 -2.26 4.82
H 2.26 -5.63 0.33
H 0.54 -1.43 4.18
H -1.15 4.36 -4.79
H -4.09 3.35 -2.99
H -0.91 4.44 -2.96
H -2.94 -0.38 1.86
H -0.18 3.15 -3.93
H 2.72 0.62 2.77
```

Summary:
**ΔE to the lowest compared entry with this formula, charge and spin**: 0.081 eV
**E_LUMO**: -0.00379 Ha
**Max |F|**: 0.0525 Eh/bohr
**2S+1**: 1
**SMILES string**: Cc1cc(Nc2ncnc3ccsc23)cc(-c2cnc([C@](C)(O)C(F)(F)F)s2)c1


The following is a quantum chemistry calculation of BH22O9 as an isolated structure at a distorted geometry, from the Open Molecules 2025 dataset.

Structure (XYZ):
```
32
Properties=species:S:1:pos:R:3
O 0.70 -2.50 1.14
O -2.37 -0.43 -0.32
O -0.23 2.91 1.64
O -1.03 1.04 2.40
O 1.77 -0.07 1.59
O -1.62 1.45 -1.39
O 1.44 1.44 -1.51
O 0.43 -1.31 -2.00
O 2.52 -1.65 -1.83
B 0.04 0.09 0.15
H 0.79 0.92 -1.03
H -0.82 2.83 0.88
H -0.68 -0.69 0.30
H 0.00 -1.85 1.05
H 0.24 -0.89 -1.15
H 1.10 -0.06 0.91
H 2.67 -1.40 -0.92
H -0.35 -1.82 -2.19
H -0.74 1.13 -1.20
H 0.46 -3.20 0.53
H -1.93 0.73 2.44
H -1.48 -0.44 0.05
H -2.18 0.67 -1.29
H -0.30 0.67 -0.69
H 0.17 0.66 1.06
H 0.94 -0.45 -0.12
H -0.54 2.24 2.25
H -2.79 -1.21 0.04
H -0.77 0.92 1.48
H 1.35 1.14 -2.42
H 1.64 0.75 2.07
H 1.57 -1.59 -1.94
```

Summary:
**ΔE to the lowest compared entry with this formula, charge and spin**: 13.310 eV
**E_LUMO**: 0.09148 Ha
**Max |F|**: 0.1268 Eh/bohr
**2S+1**: 1
**Charge**: -1